Here is C4H6IN in the gas phase at a distorted geometry from the OMol25 dataset. Energies are from ωB97M-V with the def2-TZVPD basis set.

```
12
Properties=species:S:1:pos:R:3:mulliken_charge:R:1
C -0.187 -2.074 0.044 -0.282
C 0.591 -1.022 -0.558 -0.009
C 0.241 1.536 0.491 -0.956
C -0.348 0.617 -0.551 -0.553
N 0.694 -1.529 0.833 -0.418
I -2.326 0.171 0.040 0.055
H -1.032 -2.620 -0.019 0.422
H 1.400 -1.163 -1.150 0.436
H 1.373 1.725 0.296 0.282
H 0.224 0.883 1.481 0.312
H -0.252 2.530 0.722 0.319
H -0.379 0.945 -1.628 0.393
```

For the energy above the lowest of the compared OMol25 structures with the same formula, charge and spin, the calculation gives 287.70 kJ/mol. As for the molar mass: 195.0 g/mol. The value obtained for the frontier orbital gap is 10.062 eV. The calculation puts the HOMO energy at -9.500 eV. The SMILES is C[C@H](I)[C@@H]1C=N1.